(1)
# C35H57BBrCl2O15

7 unconnected molecules or ions with the total composition C35H57BBrCl2O15 (ωB97M-V with the def2-TZVPD basis set, the Open Molecules 2025 dataset).

The HOMO-LUMO gap comes out at 6.11 eV. The HOMO energy comes out at -4.53 eV. The value obtained for the LUMO energy is 0.0584 Eh.

The geometry in ORCA input format:
```
! RIJCOSX wB97M-V def2-TZVPD def2/J DEFGRID3
* xyz -1 1
Br 1.195 4.781 -4.466
Cl 0.841 -0.550 -7.396
Cl 2.840 1.639 -6.286
O -2.227 -1.377 1.243
O -2.744 -8.010 5.033
O -4.782 5.335 -1.115
O 0.212 -6.700 -0.094
O -1.059 -7.705 3.609
O 2.713 2.148 -3.086
O 1.392 0.237 -2.665
O 2.047 1.110 0.214
O 1.164 0.415 4.598
O -3.609 3.428 -1.145
O -1.752 -3.273 0.170
O 3.711 6.523 -2.172
O 4.760 5.478 -0.502
O -1.019 0.169 4.216
O 2.418 -6.399 0.054
C -0.875 4.259 -2.544
C -4.627 5.911 1.165
C -2.050 -0.784 4.501
C 0.998 -0.319 -5.588
C -2.712 -5.983 6.228
C 0.017 -8.966 0.521
C 4.810 6.019 -1.566
C 0.175 -0.244 4.701
C 0.610 4.651 -2.606
C 1.393 -8.447 0.926
C -3.963 4.401 -0.558
C 4.044 7.065 -3.462
C -1.880 -5.830 4.957
C 0.049 1.501 1.461
C 0.758 1.375 -2.136
C -1.653 -1.933 0.344
C 1.464 -7.086 0.254
C -4.945 6.449 -0.228
C -1.796 -7.252 4.433
C 1.560 1.666 1.416
C -1.321 -2.100 4.764
C 1.600 1.005 -5.158
C -0.660 -2.461 -1.760
C -0.759 -7.665 0.342
C -0.885 -3.704 -0.907
C -3.564 -7.203 5.895
C 1.571 3.834 -1.736
C 5.538 7.368 -3.389
C 6.024 6.272 -2.444
C 1.919 2.349 -1.943
C -3.591 4.838 0.848
C 2.758 1.919 -0.697
C 0.009 -1.615 5.334
C -0.749 -1.349 -0.724
C -0.393 -0.520 -4.990
B 2.338 0.810 -3.671
H -1.182 3.644 -3.389
H -0.439 2.188 0.760
H 3.155 2.799 -0.168
H 1.468 -8.288 2.003
H -5.518 5.452 1.596
H -1.871 -2.768 5.426
H 2.533 4.357 -1.719
H 1.825 2.728 1.528
H -1.540 -7.714 -0.413
H 6.259 5.341 -2.963
H -1.016 0.361 -5.182
H 2.228 -9.063 0.602
H -2.383 -5.221 4.203
H -1.475 -2.358 -2.479
H 0.055 1.808 -2.861
H 6.872 6.551 -1.825
H -4.472 -6.935 5.349
H 0.086 -9.492 -0.433
H 3.601 1.343 -1.087
H -0.023 -1.474 6.417
H 6.011 7.364 -4.369
H -0.882 -1.394 -5.425
H 0.278 -2.480 -2.309
H -4.279 6.686 1.845
H 0.706 5.679 -2.252
H -1.381 -4.516 -1.432
H 0.203 1.131 -1.226
H -5.963 6.817 -0.340
H 5.702 8.347 -2.933
H -0.297 -0.648 -3.911
H -1.061 3.671 -1.641
H -4.249 7.234 -0.532
H -0.207 0.476 1.195
H 0.227 -1.127 -0.283
H 3.414 7.938 -3.613
H 3.806 6.325 -4.227
H 0.031 -4.087 -0.457
H -3.834 -7.807 6.757
H 2.025 1.142 2.260
H -1.184 -7.317 1.283
H -3.594 3.980 1.515
H -3.310 -5.109 6.481
H -2.725 -0.815 3.650
H -0.447 -9.626 1.249
H 0.864 -2.239 5.091
H 0.814 1.769 -5.147
H 1.659 -1.128 -5.269
H -0.336 1.706 2.462
H -2.591 -0.437 5.386
H 1.157 3.931 -0.717
H -1.153 -0.416 -1.108
H -1.516 5.145 -2.519
H -2.061 -6.208 7.074
H 3.311 0.076 -3.843
H -2.575 5.238 0.807
H -1.150 -2.613 3.817
H -0.884 -5.427 5.122
*
```



(2)
# C5H6O2

A single C5H6O2 molecule (ωB97M-V with the def2-TZVPD basis set, the Open Molecules 2025 dataset).

The HOMO-LUMO gap comes out at 11.20 eV. The HOMO energy comes out at -10.31 eV. The calculation puts the energy above the lowest of the compared OMol25 structures with the same formula, charge and spin at 98.65 kcal per mole. The value obtained for the LUMO energy is 0.0327 Eh.

The geometry in ORCA input format:
```
! RIJCOSX wB97M-V def2-TZVPD def2/J DEFGRID3
* xyz 0 1
O -0.442 1.102 0.056
O -1.242 0.398 2.052
C -0.918 -1.566 -0.111
C -1.147 1.230 1.187
C -0.858 -1.013 -1.241
C 1.431 0.056 -1.009
C 0.193 -0.158 -0.154
H 1.161 0.556 -1.940
H 1.877 -0.913 -1.247
H -1.110 -2.051 0.828
H 2.159 0.661 -0.457
H -1.624 2.219 1.207
H 0.519 -0.521 0.829
*
```